The following is a DFT calculation (wB97M-V/def2-TZVPD) of a molecular structure, C47H134Br6N21O10P7 at a distorted geometry.

The geometry in XYZ format:
```
225
Properties=species:S:1:pos:R:3
C -18.11 -5.13 -5.61
Br -19.52 -6.01 -6.67
Br -17.68 -6.28 -4.10
Br -18.67 -3.40 -4.86
H -17.20 -4.96 -6.17
C -15.78 -3.02 -0.85
Br -15.17 -4.09 -2.34
Br -16.82 -1.44 -1.32
Br -14.42 -2.36 0.36
H -16.30 -3.74 -0.24
O -8.72 -4.19 -3.97
P -8.72 -3.63 -2.61
N -10.25 -3.15 -2.01
C -11.22 -4.22 -2.03
C -10.74 -1.90 -2.60
N -7.75 -2.22 -2.47
C -7.63 -1.33 -1.32
C -6.87 -1.93 -3.58
N -8.19 -4.78 -1.48
C -8.12 -4.54 -0.06
C -7.84 -6.09 -2.01
H -11.36 -4.60 -3.06
H -12.22 -3.99 -1.68
H -10.87 -5.07 -1.44
H -11.38 -2.08 -3.47
H -9.90 -1.25 -2.83
H -11.41 -1.36 -1.93
H -7.18 -0.38 -1.61
H -8.56 -1.16 -0.78
H -6.90 -1.76 -0.62
H -6.75 -0.86 -3.72
H -5.88 -2.37 -3.40
H -7.18 -2.43 -4.50
H -7.39 -5.15 0.48
H -7.86 -3.50 0.14
H -9.06 -4.81 0.43
H -7.16 -6.58 -1.31
H -7.29 -5.95 -2.94
H -8.69 -6.67 -2.39
O -14.52 5.35 -12.87
P -14.76 5.21 -11.43
N -16.04 4.23 -10.95
C -16.61 4.25 -9.61
C -16.43 3.10 -11.76
N -15.10 6.65 -10.63
C -16.42 7.26 -10.77
C -14.13 7.41 -9.86
N -13.42 4.56 -10.60
C -12.10 4.90 -11.13
C -13.47 3.68 -9.44
H -16.31 3.36 -9.05
H -17.70 4.28 -9.72
H -16.27 5.00 -8.90
H -17.28 3.29 -12.43
H -16.67 2.25 -11.12
H -15.64 2.88 -12.48
H -17.22 6.51 -10.72
H -16.67 7.99 -10.00
H -16.51 7.79 -11.72
H -13.63 6.73 -9.15
H -13.42 7.93 -10.51
H -14.61 8.07 -9.14
H -11.33 4.31 -10.62
H -11.99 4.88 -12.21
H -11.82 5.91 -10.79
H -12.53 3.85 -8.92
H -13.50 2.62 -9.71
H -14.33 3.85 -8.80
O -15.44 -0.46 -5.03
P -15.81 0.81 -4.42
N -15.08 2.07 -5.26
C -13.66 2.35 -5.17
C -15.52 2.26 -6.64
N -15.29 0.99 -2.80
C -15.22 2.19 -1.99
C -14.16 0.11 -2.55
N -17.43 1.14 -4.48
C -18.38 0.06 -4.28
C -17.93 2.44 -4.08
H -13.01 1.61 -5.64
H -13.36 2.41 -4.12
H -13.46 3.40 -5.41
H -16.55 1.94 -6.75
H -14.82 1.72 -7.29
H -15.54 3.32 -6.90
H -15.04 1.89 -0.95
H -14.29 2.69 -2.30
H -16.09 2.83 -2.10
H -13.97 0.00 -1.48
H -14.37 -0.87 -2.98
H -13.22 0.47 -2.98
H -19.39 0.38 -4.58
H -18.21 -0.80 -4.92
H -18.44 -0.24 -3.23
H -18.42 2.44 -3.10
H -18.72 2.73 -4.78
H -17.13 3.18 -4.12
O -9.70 -0.76 -9.46
P -9.26 0.18 -8.40
N -7.90 -0.39 -7.58
C -7.11 0.51 -6.77
C -7.93 -1.76 -7.10
N -10.38 0.26 -7.11
C -10.35 1.30 -6.12
C -11.65 -0.47 -7.08
N -8.88 1.76 -8.83
C -7.64 2.05 -9.53
C -9.99 2.65 -9.15
H -7.49 0.50 -5.74
H -7.09 1.56 -7.06
H -6.06 0.20 -6.65
H -8.21 -2.36 -7.96
H -8.69 -1.89 -6.32
H -6.97 -2.11 -6.73
H -10.19 1.01 -5.08
H -9.43 1.90 -6.21
H -11.08 2.10 -6.29
H -12.39 0.09 -7.68
H -11.60 -1.47 -7.49
H -12.10 -0.48 -6.09
H -7.37 3.11 -9.57
H -6.84 1.44 -9.12
H -7.71 1.79 -10.60
H -10.63 2.75 -8.27
H -10.71 2.25 -9.88
H -9.55 3.56 -9.53
O -24.07 -3.52 -2.35
P -24.35 -2.56 -3.44
N -25.91 -1.97 -3.41
C -27.01 -2.70 -4.05
C -26.32 -1.21 -2.22
N -24.21 -3.27 -5.01
C -24.57 -2.48 -6.19
C -23.16 -4.24 -5.27
N -23.31 -1.25 -3.48
C -23.76 0.12 -3.83
C -21.87 -1.49 -3.49
H -26.88 -3.78 -3.99
H -27.10 -2.42 -5.10
H -27.93 -2.34 -3.59
H -26.86 -1.84 -1.51
H -26.91 -0.34 -2.51
H -25.44 -0.83 -1.70
H -25.35 -1.79 -5.87
H -23.73 -1.81 -6.43
H -24.81 -3.07 -7.07
H -22.74 -4.54 -4.30
H -23.60 -5.13 -5.72
H -22.25 -3.87 -5.75
H -24.06 0.15 -4.88
H -24.66 0.27 -3.24
H -23.01 0.87 -3.58
H -21.61 -2.23 -2.73
H -21.38 -0.56 -3.21
H -21.45 -1.80 -4.45
O -16.70 -1.79 -10.64
P -15.28 -2.19 -10.78
N -14.79 -3.54 -9.85
C -13.40 -3.91 -9.70
C -15.81 -4.50 -9.38
N -14.21 -1.00 -10.20
C -13.24 -0.39 -11.12
C -14.69 -0.13 -9.14
N -14.84 -2.42 -12.41
C -15.60 -1.71 -13.43
C -13.71 -3.20 -12.85
H -12.75 -3.23 -10.25
H -13.24 -4.92 -10.09
H -13.11 -3.82 -8.65
H -16.26 -4.16 -8.45
H -15.46 -5.53 -9.35
H -16.60 -4.45 -10.13
H -13.81 0.01 -11.97
H -12.74 0.49 -10.70
H -12.55 -1.12 -11.53
H -15.70 -0.34 -8.81
H -14.00 -0.33 -8.30
H -14.56 0.92 -9.42
H -15.19 -0.74 -13.74
H -15.74 -2.35 -14.30
H -16.57 -1.44 -13.01
H -13.38 -3.94 -12.14
H -12.88 -2.57 -13.20
H -13.93 -3.68 -13.81
O -11.69 3.45 1.61
P -11.25 4.27 0.45
N -9.90 5.25 0.67
C -9.16 5.90 -0.42
C -9.86 5.99 1.96
N -12.51 5.31 -0.12
C -13.75 5.39 0.68
C -12.40 6.37 -1.12
N -11.01 3.26 -0.87
C -10.95 3.69 -2.27
C -10.40 1.92 -0.79
H -8.90 5.07 -1.07
H -8.24 6.37 -0.08
H -9.81 6.64 -0.89
H -10.30 5.42 2.78
H -10.53 6.84 1.82
H -8.84 6.30 2.15
H -14.48 4.65 0.36
H -13.49 5.15 1.71
H -14.07 6.43 0.66
H -12.17 7.34 -0.68
H -11.60 6.12 -1.82
H -13.33 6.43 -1.68
H -10.22 4.49 -2.42
H -10.83 2.92 -3.02
H -11.90 4.17 -2.53
H -9.31 1.90 -0.76
H -10.84 1.28 -1.55
H -10.77 1.47 0.14
C -21.68 -1.69 0.24
O -21.17 -0.45 0.74
C -20.97 0.57 -0.06
O -21.22 0.58 -1.25
O -20.43 1.56 0.63
C -19.73 2.58 -0.13
H -20.98 -2.15 -0.46
H -22.66 -1.60 -0.24
H -21.75 -2.25 1.16
H -18.72 2.19 -0.13
H -19.82 3.51 0.43
H -20.09 2.76 -1.14
```

E_LUMO ... -0.07 eV
Orbital gap ... 7.917 eV
Charge ... 0
ΔE to the lowest compared entry with this formula, charge and spin ... 0.0 kJ/mol
Energy ... -587962.233 eV

These are the Mulliken partial charges, in e, on atoms 1 to 2: atom 1 (C): -0.29, atom 2 (Br): -0.05